Record 1
{"formula": "C48H37F7O12V4", "method": "ωB97M-V with the def2-TZVPD basis set", "species": ["O", "V", "O", "O", "V", "O", "O", "V", "O", "O", "V", "O", "C", "C", "C", "O", "C", "C", "C", "O", "O", "O", "H", "H", "F", "C", "C", "C", "C", "C", "C", "H", "H", "H", "H", "H", "F", "C", "C", "C", "C", "C", "C", "H", "H", "H", "H", "H", "F", "C", "C", "C", "C", "C", "C", "H", "H", "H", "H", "H", "F", "C", "C", "C", "C", "C", "C", "H", "H", "H", "H", "H", "F", "C", "C", "C", "C", "C", "C", "H", "H", "H", "H", "H", "F", "C", "C", "C", "C", "C", "C", "H", "H", "H", "H", "H", "F", "C", "C", "C", "C", "C", "C", "H", "H", "H", "H", "H"], "coordinates": [[1.54228, -4.19366, 3.33963], [2.12784, -3.02373, 2.44826], [3.30822, -3.61808, 1.58052], [1.68371, -0.88665, -4.87175], [0.28362, -0.75994, -4.22277], [-0.07215, -2.05952, -3.40783], [0.91383, -1.01293, 5.72959], [1.13606, 0.26144, 4.78459], [0.30228, 1.47735, 5.31727], [-0.55967, 3.90106, -4.00396], [0.23212, 2.74279, -3.35300], [1.67985, 2.65976, -4.01182], [0.41565, -0.53738, -0.59063], [0.39108, 0.64956, -1.24962], [0.54461, 1.93799, -0.53725], [0.29969, 2.98779, -1.14516], [0.91896, 1.96931, 0.80852], [1.01325, 0.78570, 1.51088], [0.85773, -0.56828, 0.75201], [1.07322, -1.65302, 1.32999], [1.22058, 0.74244, 2.74862], [0.25315, 0.66380, -2.55633], [0.23352, -1.50007, -1.03964], [1.09780, 2.90654, 1.31291], [-0.84709, -0.53137, 3.75847], [-2.10251, -1.12086, 3.97419], [-2.88058, -1.32128, 2.85251], [-4.12844, -1.88317, 3.09896], [-4.57284, -2.06258, 4.39674], [-3.74468, -1.91929, 5.49569], [-2.47238, -1.38183, 5.26058], [-2.51476, -1.10322, 1.85926], [-4.74598, -1.94273, 2.21090], [-5.61216, -2.29498, 4.59532], [-4.12314, -1.91372, 6.50672], [-1.81082, -1.12350, 6.07721], [-1.13754, -4.05077, 2.08602], [-1.40688, -4.78840, 0.98179], [-0.89170, -4.42705, -0.24132], [-1.13289, -5.22820, -1.36079], [-1.76957, -6.44328, -1.18821], [-2.19656, -6.83932, 0.08001], [-2.09307, -5.98468, 1.15761], [-0.34076, -3.49211, -0.27750], [-0.78840, -4.85647, -2.31674], [-1.82935, -7.10601, -2.04143], [-2.60274, -7.83827, 0.16832], [-2.49529, -6.22786, 2.13221], [2.06762, -2.66717, -1.38115], [2.61191, -3.79584, -1.94433], [3.40256, -3.62499, -3.07158], [3.93704, -4.75710, -3.66508], [3.64685, -6.02748, -3.17151], [2.80268, -6.15926, -2.08767], [2.33284, -5.02847, -1.41336], [3.65382, -2.61827, -3.38036], [4.61802, -4.61520, -4.49348], [4.08494, -6.85985, -3.70531], [2.40420, -7.11795, -1.78199], [1.82639, -5.23232, -0.48025], [-6.14648, 6.80539, 0.90170], [-4.85518, 6.50005, 1.08706], [-4.32651, 6.58021, 2.36171], [-3.04246, 6.11337, 2.60975], [-2.31267, 5.59581, 1.53937], [-2.79272, 5.65015, 0.24232], [-4.10171, 6.04896, 0.02748], [-4.83753, 7.08122, 3.17357], [-2.63601, 6.16498, 3.60876], [-1.32506, 5.18720, 1.72389], [-2.14300, 5.29935, -0.54779], [-4.64384, 5.89472, -0.89888], [1.77092, 5.43639, -3.49079], [2.56990, 6.02790, -2.57396], [3.15940, 5.27849, -1.58096], [4.06461, 5.87967, -0.70505], [4.28600, 7.24328, -0.81854], [3.77121, 7.99101, -1.87115], [2.87996, 7.36316, -2.72504], [2.94041, 4.23420, -1.39037], [4.56414, 5.28940, 0.04999], [4.91275, 7.74689, -0.09166], [4.03136, 9.03199, -1.98857], [2.39909, 7.87609, -3.55061], [3.70004, 0.87652, -2.00762], [4.08364, 0.72641, -0.72329], [4.44709, -0.55750, -0.36238], [4.93451, -0.77326, 0.92571], [5.08442, 0.28078, 1.81149], [4.71713, 1.56961, 1.43408], [4.23318, 1.78580, 0.15489], [4.32910, -1.40167, -1.02699], [5.32183, -1.75199, 1.17977], [5.48421, 0.10363, 2.80348], [4.55909, 2.35876, 2.15755], [3.72550, 2.72174, -0.04515], [-2.57645, -0.29926, -3.36762], [-3.48539, -0.82917, -2.48108], [-3.04609, -1.59243, -1.42585], [-4.03016, -2.18322, -0.63188], [-5.37967, -2.11992, -0.90442], [-5.77694, -1.38580, -2.02608], [-4.82674, -0.72346, -2.77479], [-2.01361, -1.83424, -1.22284], [-3.63418, -2.78154, 0.18320], [-6.09317, -2.67377, -0.31221], [-6.83207, -1.24479, -2.21360], [-5.15788, -0.07854, -3.58007]], "mulliken_charge": [-0.469, 1.492, -0.502, -0.527, 1.471, -0.536, -0.530, 1.482, -0.416, -0.543, 1.372, -0.555, -0.452, 0.774, 1.377, -0.800, -0.734, -0.102, -0.281, 0.261, -0.416, 0.131, -0.325, 0.840, 0.373, 0.406, -0.363, -0.327, -0.672, -0.641, -0.566, 0.572, 0.313, 0.384, 0.376, 0.407, -0.299, 0.120, 1.059, -0.534, -0.794, -0.534, -0.583, -0.377, 0.541, 0.436, 0.409, 0.532, 0.080, 0.385, -0.368, -0.686, -0.709, -0.735, -0.232, 0.455, 0.425, 0.409, 0.428, 0.415, -0.290, 0.216, -0.261, -0.597, -0.275, -0.481, -0.317, 0.384, 0.396, 0.380, 0.459, 0.379, -0.212, -0.002, 0.698, -0.517, -0.456, -0.639, -0.390, -0.102, 0.398, 0.363, 0.401, 0.433, -0.440, 0.192, -0.284, -0.693, -0.788, -0.554, 0.244, 0.540, 0.567, 0.521, 0.453, 0.207, -0.227, 0.231, 0.556, -0.672, -0.897, -0.518, -0.743, 0.347, 0.580, 0.467, 0.381, 0.444], "e_above_lowest_ev": 0.0000, "total_charge": 2, "fmax_ha_per_bohr": 0.065, "homo_lumo_gap_ha": 0.1513, "lumo_ev": -8.253}


Record 2
{"formula": "C48H37NO4P2PtSSiTe", "method": "ωB97M-V with the def2-TZVPD basis set", "species": ["Pt", "C", "Si", "C", "C", "C", "C", "C", "C", "P", "C", "C", "C", "C", "C", "C", "C", "C", "C", "C", "C", "C", "C", "C", "C", "C", "C", "C", "P", "C", "C", "C", "C", "C", "C", "C", "C", "C", "C", "C", "C", "H", "H", "H", "H", "H", "H", "H", "H", "H", "H", "H", "H", "H", "H", "H", "H", "H", "H", "H", "H", "H", "H", "H", "H", "H", "H", "H", "H", "H", "H", "H", "O", "C", "O", "C", "C", "C", "N", "C", "C", "C", "O", "O", "H", "H", "H", "Te", "C", "C", "C", "C", "S", "H", "H", "H"], "coordinates": [[-0.07285, -0.25038, -0.12753], [3.29423, -1.61515, 0.38568], [2.25910, -0.12271, -0.06779], [2.46387, 1.25532, 1.20732], [3.41956, 2.25993, 1.13575], [3.43137, 3.29817, 2.06346], [2.48135, 3.34530, 3.06898], [1.51182, 2.35200, 3.15912], [1.51448, 1.31997, 2.23774], [0.28906, -0.02267, 2.23425], [-1.01003, 0.38475, 3.43705], [-1.81301, 1.51502, 3.27023], [-2.82006, 1.80024, 4.17631], [-3.03988, 0.96095, 5.25880], [-2.23835, -0.15479, 5.44136], [-1.22950, -0.44839, 4.53588], [1.18447, -1.38301, 3.03991], [0.66873, -2.67184, 2.94821], [1.28298, -3.71803, 3.61922], [2.43209, -3.48633, 4.36140], [2.95438, -2.20322, 4.45099], [2.32671, -1.14990, 3.80357], [2.79390, 0.50482, -1.75407], [4.14548, 0.70995, -2.05259], [4.53497, 1.21545, -3.28041], [3.57786, 1.51339, -4.24528], [2.23952, 1.28780, -3.98291], [1.84895, 0.79428, -2.73686], [0.09316, 0.39870, -2.44742], [-0.26312, -0.57764, -3.95454], [0.40891, -1.78357, -4.16530], [0.24964, -2.48106, -5.35106], [-0.56993, -1.97854, -6.35092], [-1.21637, -0.76727, -6.16445], [-1.06578, -0.06727, -4.97592], [-0.84676, 1.92394, -2.67156], [-0.22108, 3.16772, -2.65320], [-0.97994, 4.32045, -2.77734], [-2.35860, 4.23957, -2.90911], [-2.98961, 3.00386, -2.92021], [-2.23587, 1.84819, -2.79573], [4.09159, -1.32991, 1.07535], [3.74368, -2.04660, -0.51144], [2.69626, -2.38288, 0.87636], [4.15128, 2.25927, 0.33574], [4.17256, 4.08294, 1.98328], [2.47721, 4.16383, 3.77664], [0.75755, 2.40075, 3.93455], [-1.64191, 2.20744, 2.46256], [-3.43199, 2.68026, 4.03009], [-3.83314, 1.17990, 5.96139], [-2.39800, -0.80745, 6.28942], [-0.61854, -1.32480, 4.69366], [-0.22315, -2.85737, 2.36245], [0.86550, -4.71323, 3.55472], [2.91867, -4.30600, 4.87427], [3.84757, -2.01803, 5.03331], [2.72958, -0.14951, 3.89124], [4.90350, 0.46127, -1.31713], [5.58461, 1.37055, -3.49467], [3.87924, 1.90435, -5.20819], [1.49912, 1.49242, -4.74721], [1.08462, -2.16680, -3.41548], [0.77401, -3.41669, -5.49392], [-0.69295, -2.52265, -7.27822], [-1.84084, -0.35569, -6.94632], [-1.57137, 0.87879, -4.85843], [0.85021, 3.23796, -2.51807], [-0.49387, 5.28610, -2.74336], [-2.95032, 5.14310, -2.97117], [-4.06787, 2.94044, -2.99247], [-2.73589, 0.88512, -2.77786], [-7.25525, 0.74885, 0.04605], [-6.38330, 1.61232, -0.13353], [-6.45093, 2.82295, -0.40805], [-4.93286, 1.08427, -0.02358], [-4.64680, -0.27149, -0.12399], [-3.33431, -0.70230, -0.11080], [-2.30801, 0.14754, 0.00142], [-2.57892, 1.45501, 0.13079], [-3.86250, 1.95454, 0.13148], [-1.39708, 2.37813, 0.22904], [-1.52794, 3.56942, 0.39154], [-0.20825, 1.80975, 0.18182], [-5.46885, -0.96878, -0.21744], [-3.08219, -1.75093, -0.19747], [-4.03122, 3.02016, 0.20628], [-0.46128, -2.69982, -0.99448], [0.21144, -4.27190, 0.21419], [1.44910, -4.84280, 0.31241], [1.45233, -6.02697, 1.09791], [0.21665, -6.33572, 1.58230], [-0.94803, -5.18550, 1.09287], [2.32106, -4.45430, -0.19313], [2.33137, -6.62899, 1.27954], [-0.06697, -7.17825, 2.19267]], "mulliken_charge": [4.320, -0.918, 0.365, 0.858, -0.550, -0.794, -0.963, -0.886, 0.017, 0.248, 0.684, -0.482, -0.823, -0.780, -0.775, -1.030, 0.163, 0.101, -0.946, -0.784, -0.834, -0.444, -0.431, -0.257, -0.818, -0.872, -0.228, 0.000, 0.951, 0.873, -0.696, -0.895, -0.552, -0.785, -0.157, 0.684, -1.370, -0.832, -0.748, -0.893, -0.467, 0.538, 0.430, -0.248, 0.432, 0.411, 0.419, 0.526, 0.936, 0.520, 0.404, 0.454, 0.364, 0.749, 0.526, 0.404, 0.423, 0.448, 0.513, 0.437, 0.424, 0.530, 0.488, 0.435, 0.394, 0.452, 0.415, 0.367, 0.421, 0.439, 0.434, 0.629, -0.724, 0.303, -0.703, -0.243, -1.232, -0.373, 0.454, 0.976, -0.493, -0.082, -0.759, -0.953, 0.567, 0.320, 0.699, 0.099, -0.012, -0.239, -0.733, -0.538, -0.095, 0.532, 0.417, 0.443], "e_above_lowest_ev": 0.0000, "total_charge": 0, "fmax_ha_per_bohr": 0.026, "homo_lumo_gap_ha": 0.2265, "lumo_ev": -1.255}


> Number 2 is which compound?

C48H37NO4P2PtSSiTe